# 1
Entry from the Open Molecules 2025 dataset: a 2-piece molecular cluster, C3H7O2 overall (ωB97M-V/def2-TZVPD).

XYZ file:
```
12
C3H7O2 ωB97M-V/def2-TZVPD
O -1.6894 -1.7750 2.0987
C -1.1500 -0.6981 2.1030
C -0.4895 -0.0914 0.9077
H -1.1923 -0.0791 3.0205
H 0.3680 -0.6854 0.5903
H -0.1377 0.9242 1.0748
H -1.1623 -0.0844 0.0507
C 1.1042 0.5024 -1.9882
O 1.7045 0.7491 -3.1440
H 0.3812 1.3083 -1.6366
H 0.4583 -0.4376 -1.9718
H 1.8049 0.3670 -1.1051
```

Properties
HOMO energy: -2.018 eV
charge: -1
HOMO-LUMO gap: 0.1994 Eh
total energy: -7318.10749 eV
F_max: 0.52 eV Å⁻¹
energy above the lowest of the compared OMol25 structures with the same formula, charge and spin: 2.844 eV

=====

# 2
Entry from the Open Molecules 2025 dataset: C2H10ClN4O3Zr as an isolated structure (ωB97M-V/def2-TZVPD).

XYZ file:
```
21
C2H10ClN4O3Zr ωB97M-V/def2-TZVPD
Zr 1.4467 -1.7664 -3.3867
Cl 1.5699 -0.0544 -1.4009
C -0.7904 3.6841 -0.7386
O 0.1357 4.2446 -1.3286
N -1.8878 4.3465 -0.2631
N -0.7774 2.3349 -0.5689
H -2.7907 3.9109 -0.1318
H -1.9075 5.3375 -0.5059
H 0.1060 1.8657 -0.7384
H -1.5423 1.9653 -0.0254
C 0.9878 -2.6030 1.4978
O 0.7260 -3.1039 0.3907
N 1.2371 -1.2655 1.6167
N 1.1334 -3.3452 2.6230
H 1.3163 -0.8072 2.5099
H 1.2147 -0.8247 0.7089
H 0.6622 -4.2402 2.6692
H 1.7199 -2.9749 3.3549
O -0.5035 -2.1862 -2.2669
H -0.7499 -1.9214 -1.3609
H -1.3062 -2.5965 -2.6551
```

Properties
HOMO energy: -18.829 eV
charge: +3
HOMO-LUMO gap: 0.0805 Eh
total energy: -28105.60394 eV
F_max: 4.49 eV Å⁻¹

=====

# 3
Entry from the Open Molecules 2025 dataset: a 13-piece molecular cluster, C40H71N7O6S6 overall (ωB97M-V/def2-TZVPD).

XYZ file:
```
130
C40H71N7O6S6 ωB97M-V/def2-TZVPD
C 0.2423 -0.7336 -6.6893
S 1.3085 0.3254 -7.7874
O 0.5127 1.0341 -8.8285
C 1.4856 1.6711 -6.5066
H 0.5580 -1.1524 -5.7337
H -0.1597 -1.5586 -7.2773
H -0.5443 -0.0376 -6.3979
H 2.4486 2.1817 -6.5046
H 1.4651 1.2362 -5.5073
H 0.5983 2.2977 -6.5970
C -1.8159 3.0087 7.3952
S -3.2828 1.9239 7.4602
O -4.3525 2.4912 8.4179
C -3.8798 2.2203 5.7587
H -1.9655 3.9891 6.9431
H -1.0874 2.5768 6.7090
H -1.3190 3.3092 8.3176
H -3.8281 3.2930 5.5720
H -4.9092 1.8622 5.7738
H -3.2699 1.6236 5.0805
C -3.5219 7.6142 1.1471
S -3.9666 5.8245 1.0249
O -5.1382 5.5404 1.9595
C -2.3600 5.2819 1.8251
H -3.3208 7.7919 2.2036
H -4.3614 8.2140 0.7956
H -2.6060 7.7567 0.5735
H -1.5681 5.3765 1.0821
H -2.5004 4.2081 1.9489
H -2.0892 5.7661 2.7634
C -3.9680 -5.7357 -4.6301
S -4.4914 -4.2485 -3.7440
O -4.2531 -3.0826 -4.7100
C -6.2557 -4.7658 -3.7362
H -4.1013 -6.5056 -3.8701
H -2.8879 -5.6081 -4.7026
H -4.4251 -6.0763 -5.5592
H -6.3581 -5.6688 -3.1343
H -6.6387 -4.9975 -4.7300
H -6.7451 -3.9599 -3.1894
C -8.5222 -0.0025 0.5661
S -7.2384 -1.2822 1.1349
O -5.9005 -0.5495 1.3345
C -7.8331 -1.7093 2.8497
H -8.3928 0.2044 -0.4963
H -8.3407 1.0112 0.9233
H -9.5512 -0.3039 0.7619
H -7.0121 -2.1800 3.3906
H -8.7201 -2.3380 2.7721
H -8.1472 -0.7904 3.3446
C 1.5608 -2.1168 6.7301
S -0.0370 -3.0718 7.0916
O -1.0913 -2.6082 6.0529
C 0.5585 -4.7445 6.5516
H 1.2701 -1.0794 6.8953
H 1.8445 -2.2373 5.6846
H 2.2547 -2.5063 7.4751
H 0.9683 -4.7236 5.5418
H -0.2785 -5.4380 6.4697
H 1.3690 -5.1607 7.1499
N 6.5041 1.0423 -3.7867
C 6.1341 0.0672 -4.6007
C 5.8770 -1.0197 -3.8256
C 6.2499 -0.7615 -2.4730
C 6.5180 0.5896 -2.4985
H 6.7623 1.9958 -3.9970
H 6.0462 0.1481 -5.6741
H 5.4827 -1.9152 -4.2828
H 6.2537 -1.4905 -1.6762
H 6.8151 1.3049 -1.7459
N 2.7284 4.3721 -2.1239
C 1.5529 4.9064 -2.6899
C 1.9262 6.1663 -3.0644
C 3.1945 6.4602 -2.5681
C 3.7579 5.2377 -2.1097
H 2.6891 3.4523 -1.7085
H 0.6498 4.3350 -2.8459
H 1.2299 6.8654 -3.5032
H 3.7523 7.3630 -2.7681
H 4.7129 5.1135 -1.6207
N -4.5183 1.8920 -5.2717
C -4.3886 2.8330 -4.2402
C -4.7277 4.0906 -4.7967
C -4.6836 3.9652 -6.2143
C -4.5641 2.5781 -6.4173
H -4.4379 0.8866 -5.2185
H -4.1903 2.5318 -3.2222
H -4.8402 4.9766 -4.1895
H -4.7258 4.7030 -7.0019
H -4.5123 2.0689 -7.3684
N 3.3182 4.4303 4.7338
C 3.9309 4.0820 3.5654
C 4.7642 3.0514 3.7813
C 4.5369 2.4925 5.0288
C 3.6776 3.4005 5.6277
H 2.7715 5.2617 4.9073
H 3.8867 4.7375 2.7082
H 5.4162 2.5529 3.0793
H 4.9260 1.5768 5.4489
H 3.3962 3.5111 6.6645
N 4.0983 -7.7696 -2.9829
C 3.0642 -7.3883 -3.8128
C 2.4604 -6.2859 -3.1954
C 3.2365 -5.9654 -2.1426
C 4.1917 -6.9025 -1.9808
H 4.6818 -8.5779 -3.1452
H 2.8234 -7.9493 -4.7037
H 1.6137 -5.7584 -3.6091
H 3.0581 -5.0912 -1.5340
H 4.9953 -7.0323 -1.2711
N -1.0774 -0.5811 -0.0256
C -0.2244 -0.4015 1.0291
C 1.0771 -0.3536 0.5839
C 1.0232 -0.5580 -0.8190
C -0.3059 -0.7266 -1.1407
H -2.0810 -0.6459 0.0675
H -0.4994 -0.4114 2.0735
H 1.9163 -0.1177 1.2215
H 1.7636 -0.4427 -1.5967
H -0.8111 -0.7567 -2.0948
N 4.6882 -5.0347 3.4628
C 5.3688 -3.8376 3.6623
C 6.3368 -4.1033 4.6371
C 6.2658 -5.4340 4.9886
C 5.2363 -6.0273 4.2467
H 3.9205 -5.1104 2.8108
H 5.1933 -2.9157 3.1280
H 7.0166 -3.3707 5.0465
H 6.8716 -5.9456 5.7218
H 4.8162 -7.0207 4.1930
```

Properties
HOMO energy: -7.783 eV
HOMO-LUMO gap: 0.2875 Eh
total energy: -130347.13987 eV
F_max: 4.10 eV Å⁻¹
energy above the lowest of the compared OMol25 structures with the same formula, charge and spin: 5.760 eV

=====

Among the records above, which one has the lowest HOMO energy? C2H10ClN4O3Zr

=====

The highest HOMO energy belongs to which entry? C3H7O2

=====

Which of these has the lowest HOMO energy? C2H10ClN4O3Zr